Below is a 2-piece molecular cluster, C2H3NOS2 overall at a distorted geometry, with properties calculated with ωB97M-V/def2-TZVPD.

For the total energy, the calculation gives -27326.273 eV. The spin multiplicity is 3. As for the HOMO energy (spin up / spin down): -6.55 / -8.19 eV. As for the expectation value of S²: 2.017. The value obtained for the LUMO energy (spin up / spin down) is 0.54 / -2.41 eV.

Element x y z (Å)
S  2.35969  -0.77552  -0.72575
S  2.04892  0.53730  0.90377
O  -1.68545  -0.79070  0.93307
N  -0.95858  -0.43140  -1.21574
C  -0.89251  -0.75060  0.05068
C  1.20444  -0.96947  0.53089
H  1.08062  -1.81549  1.18172
H  -0.03714  -0.48324  -1.63909
H  -1.82779  -0.55780  -1.66051

Below is the molecule C5H7N3O2 at a distorted geometry, with properties calculated with ωB97M-V/def2-TZVPD.

For the total energy, the calculation gives -13858.251 eV. As for the HOMO energy: -8.66 eV. The value obtained for the LUMO energy is -0.07 eV.

Element x y z (Å)
O  3.07574  -0.46397  -1.41268
O  3.26907  1.21574  -0.17497
N  1.98147  -1.93650  0.52891
N  0.82408  0.19463  0.48137
N  2.90333  0.05572  -0.35173
C  -1.00422  -0.55321  -1.00449
C  0.87391  -2.07387  -0.08497
C  0.13904  -0.81045  -0.26342
C  0.46629  1.54899  0.42471
C  2.27174  -0.56140  0.76202
H  0.87733  2.03661  -0.40377
H  -0.72477  1.49666  0.35225
H  0.62836  2.04352  1.44726
H  2.71363  -0.30500  1.65141
H  -1.33104  0.54965  -1.13827
H  0.53065  -3.03677  -0.52825
H  -1.52227  -1.43960  -1.38417

Below is C7H10 as an isolated structure, with properties calculated with ωB97M-V/def2-TZVPD.

For the total energy, the calculation gives -7415.167 eV. As for the HOMO energy: -8.02 eV. The value obtained for the LUMO energy is 1.03 eV.

Element x y z (Å)
C  0.55019  -0.03037  0.22504
C  -0.97179  0.98565  -1.10080
C  1.83864  -0.44290  0.85266
C  0.23562  0.09243  -1.25524
C  0.59730  -1.28635  1.01639
C  -1.95507  0.51914  -0.07709
C  -0.86830  1.46526  0.34852
H  -1.99628  -0.52044  0.24006
H  2.63267  -0.79075  0.19659
H  0.53411  -2.22766  0.47383
H  0.15941  1.02567  0.87054
H  1.04478  0.61452  -1.77701
H  0.14083  -1.30792  2.00157
H  0.06474  -0.86528  -1.76795
H  -2.92536  1.01425  -0.09648
H  2.19840  0.08131  1.73373
H  -1.27989  1.67344  -1.88436